#A
Entry from the OMol25 dataset: a gas-phase ion, C5H11N4 (charge +1) (ωB97M-V/def2-TZVPD).

```
! RIJCOSX wB97M-V def2-TZVPD def2/J DEFGRID3
* xyz 1 1
C -1.364 0.304 1.467
C -0.594 0.486 0.181
C -1.237 0.956 -0.872
N -0.585 1.076 -2.140
C 0.725 0.867 -2.193
N 1.385 0.456 -1.150
C 0.768 -0.057 0.126
N 0.713 -1.809 -0.399
N 1.586 0.018 1.173
H -1.338 1.038 2.307
H -0.987 -0.530 2.013
H -2.389 0.226 1.429
H -2.248 1.185 -0.908
H -1.208 1.703 -2.622
H 1.291 0.916 -3.208
H 2.459 0.398 -1.073
H 0.080 -1.765 -1.228
H 0.345 -2.321 0.445
H 2.399 -0.723 1.058
H 1.182 0.061 2.073
*
```

Summary:
* SMILES: CC1=CNC=[NH+]C1(N)N
* molar mass: 127.171 g/mol
* lowest unoccupied orbital energy: -3.87 eV



#B
Entry from the OMol25 dataset: 2 unconnected molecules or ions with the total composition C5H11N4 (ωB97M-V/def2-TZVPD).

```
! RIJCOSX wB97M-V def2-TZVPD def2/J DEFGRID3
* xyz 1 1
C 2.422 1.533 -0.251
C 2.601 0.188 -0.556
C 0.537 0.452 0.044
C 1.213 -1.850 -0.607
C -1.806 0.588 1.348
N 1.088 1.664 0.062
N 1.409 -0.464 -0.388
N -2.289 0.816 -0.874
N -1.450 1.082 0.088
H 3.093 2.251 -0.171
H 3.521 -0.395 -0.691
H 1.658 -2.268 -1.527
H 1.842 -2.369 0.188
H 0.123 -2.260 -0.659
H -2.448 -0.326 1.268
H -0.812 0.638 1.814
H -2.520 1.375 1.756
H 0.445 2.341 0.374
H -2.814 -0.030 -0.728
H -2.069 1.303 -1.700
*
```

Summary:
* molar mass: 127.171 g/mol
* lowest unoccupied orbital energy (spin up / spin down): -4.09 / -4.09 eV



#C
Entry from the OMol25 dataset: 3 unconnected molecules or ions with the total composition C5H11N4 (ωB97M-V/def2-TZVPD).

```
! RIJCOSX wB97M-V def2-TZVPD def2/J DEFGRID3
* xyz 1 1
C -3.131 -0.343 -0.298
C -2.171 0.628 -0.486
C -1.282 -1.423 -0.596
C 3.110 -0.156 2.145
C 1.900 -0.387 1.396
N -2.612 -1.582 -0.393
N -1.043 -0.142 -0.694
N 0.903 -0.701 0.921
N 1.065 1.478 -1.354
H -4.184 -0.060 -0.142
H -2.054 1.622 -0.477
H -0.634 -2.146 -0.939
H 3.608 -1.091 2.204
H 3.552 0.726 1.649
H 2.882 0.326 3.048
H -0.113 0.354 -0.663
H 0.350 2.191 -1.453
H 1.908 1.949 -0.962
H -3.221 -2.322 -0.622
H 1.169 1.078 -2.284
*
```

Summary:
* molar mass: 127.171 g/mol
* lowest unoccupied orbital energy: -2.46 eV



Which is the most stable structure? #C is the most stable.



#A
Entry from the OMol25 dataset: 2 unconnected molecules or ions with the total composition C7H14N2 (ωB97M-V/def2-TZVPD).

```
! RIJCOSX wB97M-V def2-TZVPD def2/J DEFGRID3
* xyz 0 1
C 1.683 1.106 -2.055
C 0.561 1.852 -1.391
C -0.661 1.358 -1.064
N -1.253 2.291 -0.251
C -0.363 3.326 -0.150
N 0.742 3.085 -0.786
H 2.496 1.029 -1.335
H 1.949 1.517 -3.031
H 1.350 0.071 -2.184
H -1.152 0.435 -1.345
H -2.233 2.445 -0.074
H -0.558 4.197 0.462
C -1.339 -2.521 1.654
C -0.110 -2.487 0.738
C 0.814 -1.346 1.082
H -1.774 -1.538 1.865
H -1.092 -2.933 2.631
H -2.139 -3.139 1.244
H 0.373 -3.460 0.824
H -0.447 -2.350 -0.285
H 1.663 -1.259 0.398
H 0.317 -0.377 0.945
H 1.175 -1.302 2.110
*
```

Summary:
* SMILES: Cc1c[nH]cn1.CCC
* molar mass: 126.203 g/mol
* lowest unoccupied orbital energy: 0.85 eV



#B
Entry from the OMol25 dataset: a molecular structure, C7H14N2 (ωB97M-V/def2-TZVPD).

```
! RIJCOSX wB97M-V def2-TZVPD def2/J DEFGRID3
* xyz 0 1
C 1.865 1.290 -1.850
C 0.731 -0.328 -0.769
C -0.187 -1.625 -0.623
C -0.850 -1.060 0.747
C 0.285 -0.744 1.559
C 0.411 0.457 0.609
C -1.976 0.964 1.752
H 2.532 1.236 -2.973
H 2.874 1.108 -0.989
H 1.060 2.450 -1.543
H 0.827 -0.158 -2.736
H 1.825 -0.549 -0.540
H -0.910 -1.956 -1.463
H 0.500 -2.426 -0.325
H -1.693 -1.689 1.155
H 0.348 -0.350 2.620
H 1.082 -1.574 1.563
H 1.068 1.318 0.970
H -2.060 2.057 1.721
H -2.994 0.944 1.423
H -1.858 0.722 2.769
N 0.647 0.384 -1.981
N -1.257 0.351 0.524
*
```

Summary:
* molar mass: 126.203 g/mol
* lowest unoccupied orbital energy: 0.91 eV



Which is the most stable structure? #A is the most stable.



#A
Entry from the OMol25 dataset: C7H14N2 in the gas phase (ωB97M-V/def2-TZVPD).

```
! RIJCOSX wB97M-V def2-TZVPD def2/J DEFGRID3
* xyz 0 1
C -0.048 -0.556 1.839
C 0.193 -0.614 0.485
C -0.489 -1.717 -0.303
C 1.590 -0.298 -0.103
C 2.745 -1.233 -0.074
N 1.595 0.862 -0.606
N 0.148 1.302 -0.119
C -1.008 1.456 -0.995
C -2.283 1.818 -0.239
H -0.713 -1.259 2.318
H 0.519 0.110 2.474
H -0.459 -1.531 -1.379
H 0.035 -2.658 -0.142
H -1.523 -1.838 0.009
H 2.627 -2.000 -0.843
H 3.675 -0.694 -0.244
H 2.762 -1.736 0.894
H 0.338 2.147 0.415
H -1.125 0.494 -1.502
H -0.783 2.222 -1.752
H -2.174 2.774 0.264
H -3.127 1.870 -0.922
H -2.494 1.077 0.527
*
```

Summary:
* SMILES: C=C(C)/C(C)=N\NCC
* molar mass: 126.203 g/mol
* lowest unoccupied orbital energy: 0.99 eV



#B
Entry from the OMol25 dataset: 2 unconnected molecules or ions with the total composition C7H14N2 (ωB97M-V/def2-TZVPD).

```
! RIJCOSX wB97M-V def2-TZVPD def2/J DEFGRID3
* xyz 0 1
C -1.929 -2.135 1.641
C -1.168 -1.806 0.397
C -0.396 -2.590 -0.436
N -0.085 -1.831 -1.524
C -0.632 -0.608 -1.308
N -1.259 -0.539 -0.161
H -1.329 -2.796 2.270
H -2.849 -2.656 1.403
H -2.064 -1.199 2.176
H -0.095 -3.588 -0.171
H 0.237 -2.130 -2.431
H -0.362 0.303 -1.817
C 0.747 3.697 0.716
C 1.427 2.329 0.708
C 2.537 2.220 -0.386
H -0.140 3.817 0.101
H 1.409 4.480 0.322
H 0.453 4.086 1.696
H 2.031 2.339 1.624
H 0.681 1.541 0.748
H 2.800 3.239 -0.652
H 3.422 1.734 0.010
H 2.124 1.722 -1.264
*
```

Summary:
* SMILES: Cc1c[nH]cn1.CCC
* molar mass: 126.203 g/mol
* lowest unoccupied orbital energy: 0.89 eV



#C
Entry from the OMol25 dataset: a molecular structure, C7H14N2 (ωB97M-V/def2-TZVPD).

```
! RIJCOSX wB97M-V def2-TZVPD def2/J DEFGRID3
* xyz 0 1
C -2.293 1.332 1.003
C -2.565 0.394 -0.298
C -2.671 -1.142 -0.467
C -1.407 -0.492 -0.907
C 2.026 0.173 0.126
C 3.068 0.879 -0.793
C 2.337 -1.200 0.845
H -2.924 1.114 2.183
H -2.609 2.790 0.548
H -0.979 0.962 1.307
H -3.170 1.069 -1.056
H -3.371 -1.637 -1.085
H -2.457 -1.937 0.373
H -1.093 -0.251 -1.967
H 0.228 -1.621 0.565
H 3.491 0.273 -1.892
H 2.552 1.760 -1.471
H 3.745 1.690 -0.255
H 1.789 -1.000 1.710
H 2.368 -2.019 0.338
H 3.463 -1.006 1.210
N -0.253 -0.609 0.069
N 0.725 0.480 -0.086
*
```

Summary:
* molar mass: 126.203 g/mol
* lowest unoccupied orbital energy: 0.75 eV



#D
Entry from the OMol25 dataset: 2 unconnected molecules or ions with the total composition C7H14N2 (ωB97M-V/def2-TZVPD).

```
! RIJCOSX wB97M-V def2-TZVPD def2/J DEFGRID3
* xyz 0 1
C -1.233 0.558 -0.084
C 1.076 -2.407 -0.024
C -0.934 0.307 -1.514
C -2.278 -0.198 0.638
C -0.900 1.918 0.421
N 0.160 -1.441 0.550
C 3.042 0.779 0.320
N 0.772 -0.270 0.797
C 1.889 0.176 0.516
H 1.962 -2.560 0.611
H 0.554 -3.355 -0.148
H 1.455 -2.072 -1.006
H -1.248 -0.683 -1.837
H -1.432 1.070 -2.130
H 0.141 0.425 -1.699
H -2.593 -1.089 0.103
H -3.139 0.461 0.821
H -1.893 -0.513 1.612
H -1.603 2.630 -0.037
H 0.107 2.221 0.127
H -0.996 1.988 1.503
H 3.210 1.431 -0.532
H 3.882 0.624 0.990
*
```

Summary:
* molar mass: 126.203 g/mol
* lowest unoccupied orbital energy (spin up / spin down): 0.20 / -0.68 eV



Which is the most stable structure? #B is the most stable.



#A
Entry from the OMol25 dataset: 2 unconnected molecules or ions with the total composition C2H10N2S (ωB97M-V/def2-TZVPD).

```
! RIJCOSX wB97M-V def2-TZVPD def2/J DEFGRID3
* xyz 0 1
N -0.859 1.236 -0.325
C -1.559 -0.036 -0.305
N -2.685 -0.214 0.573
H -0.294 1.563 0.437
H -0.369 1.278 -1.246
H -0.847 -0.879 -0.161
H -1.972 -0.107 -1.319
H -2.343 0.098 1.550
H -3.462 0.393 0.329
C 2.352 -1.033 0.056
S 3.250 0.401 0.249
H 2.943 -1.905 0.382
H 1.913 -1.201 -0.933
H 1.490 -0.964 0.760
H 2.443 1.369 -0.047
*
```

Summary:
* SMILES: NCN.CS
* molar mass: 94.183 g/mol
* lowest unoccupied orbital energy: 0.82 eV



#B
Entry from the OMol25 dataset: 2 unconnected molecules or ions with the total composition C2H10N2S (ωB97M-V/def2-TZVPD).

```
! RIJCOSX wB97M-V def2-TZVPD def2/J DEFGRID3
* xyz 0 1
N 1.814 2.433 0.253
C 1.187 1.071 0.173
N 0.034 0.926 1.007
H 1.970 2.688 1.225
H 1.059 3.016 -0.111
H 2.032 0.428 0.372
H 0.878 0.989 -0.872
H -0.448 0.070 1.179
H -0.510 1.738 1.228
C -1.597 -1.854 -0.682
S -0.215 -2.727 -1.466
H -2.518 -2.270 -1.100
H -1.644 -0.788 -0.902
H -1.768 -1.911 0.398
H -0.275 -3.808 -0.703
*
```

Summary:
* SMILES: NCN.CS
* molar mass: 94.183 g/mol
* lowest unoccupied orbital energy: 0.86 eV



Which is the most stable structure? #B is the most stable.



#A
Entry from the OMol25 dataset: 2 unconnected molecules or ions with the total composition C4H8N2O3S (ωB97M-V/def2-TZVPD).

```
! RIJCOSX wB97M-V def2-TZVPD def2/J DEFGRID3
* xyz 0 1
N -1.774 -0.115 2.031
S -1.482 0.655 0.488
O -2.729 0.627 -0.273
O -1.321 2.104 1.215
C -0.112 0.499 -0.564
C 1.244 0.182 -0.104
C 0.372 -0.908 -0.649
H -2.586 -0.772 2.071
H -0.939 -0.684 2.327
H -1.386 2.807 0.637
H 1.631 0.062 0.915
H 1.954 0.648 -0.757
H 0.458 -1.282 -1.645
H 0.255 -1.745 0.005
N -0.048 1.192 -3.813
C 0.617 1.838 -3.029
O 1.355 2.539 -2.460
H -0.816 0.639 -3.528
*
```

Summary:
* SMILES: N[S@@](=O)(O)=C1CC1.N=C=O
* molar mass: 164.186 g/mol
* lowest unoccupied orbital energy: 0.16 eV



#B
Entry from the OMol25 dataset: C4H8N2O3S in the gas phase (ωB97M-V/def2-TZVPD).

```
! RIJCOSX wB97M-V def2-TZVPD def2/J DEFGRID3
* xyz 0 1
H 2.539 -1.853 0.962
N 1.689 -1.270 1.001
C 1.530 -0.254 0.347
O 2.222 0.463 -0.638
C 0.990 0.986 -0.064
N 0.957 2.036 0.879
C -0.196 0.842 -0.842
S -1.464 -0.076 0.037
C -1.368 -1.879 -0.356
O -1.384 0.089 1.458
O -2.639 0.495 -0.601
H 0.480 2.874 0.512
H 1.718 1.962 1.575
H -0.707 1.825 -1.074
H -0.110 0.147 -1.718
H -2.183 -1.753 -1.054
H -1.615 -2.466 0.459
H -0.460 -2.168 -0.884
*
```

Summary:
* SMILES: [H]/N=C1\O[C@@]1(N)CS(C)(=O)=O
* molar mass: 164.186 g/mol
* lowest unoccupied orbital energy: 0.61 eV



Which is the most stable structure? #B is the most stable.



#A
Entry from the OMol25 dataset: C3H4S in the gas phase (ωB97M-V/def2-TZVPD).

```
! RIJCOSX wB97M-V def2-TZVPD def2/J DEFGRID3
* xyz 0 1
C 1.276 -0.828 -0.075
C 0.196 0.170 0.077
C -1.334 0.568 -0.029
S -2.760 -0.218 0.021
H 1.011 -1.899 -0.055
H 2.364 -0.604 -0.058
H 0.534 1.130 0.429
H -1.286 1.681 -0.310
*
```

Summary:
* SMILES: C=CC=S
* molar mass: 72.132 g/mol
* lowest unoccupied orbital energy: -1.10 eV



#B
Entry from the OMol25 dataset: C3H4S in the gas phase (ωB97M-V/def2-TZVPD).

```
! RIJCOSX wB97M-V def2-TZVPD def2/J DEFGRID3
* xyz 0 1
C 0.916 -0.495 0.632
C 1.481 0.569 1.190
C -1.693 -0.346 -1.385
S -0.076 -0.687 -0.737
H 1.498 1.514 0.876
H 2.101 0.383 2.056
H -2.251 0.287 -0.846
H -1.976 -1.226 -1.786
*
```

Summary:
* molar mass: 72.132 g/mol
* lowest unoccupied orbital energy (spin up / spin down): -0.75 / -0.81 eV



Which is the most stable structure? #A is the most stable.